C23H35Cl4CuN4O9Pd as an isolated structure in a non-equilibrium geometry. Source: the OMol25 dataset; level of theory: wB97M-V/def2-TZVPD.

```
77
Properties=species:S:1:pos:R:3:forces:R:3:lowdin_spin:R:1
C -2.4571 -1.9364 5.4025 -0.50 -0.64 0.30 0.000
C -1.3256 -2.1970 4.4141 0.17 0.36 0.22 0.000
N -0.3993 -1.0400 4.4883 0.13 1.45 -2.46 0.000
C 0.3675 -0.6424 5.5641 0.28 0.17 -0.93 0.000
C 0.9840 0.5192 5.1926 -0.62 0.35 0.48 0.000
N 0.5322 0.8943 3.9455 -1.03 -2.86 1.31 0.000
C -0.2737 -0.1060 3.4710 0.84 0.45 2.84 0.000
C 0.9000 2.0733 3.2217 0.48 -0.72 -1.32 0.000
H -3.0444 -2.8197 5.6536 0.23 -0.31 -0.27 0.000
H -3.1956 -1.2512 4.9863 0.30 0.29 0.05 0.000
H -2.1081 -1.5685 6.3674 0.16 0.17 -0.15 0.000
H -1.7156 -2.2693 3.3988 0.17 0.27 -0.03 0.000
H -0.7118 -3.0901 4.5310 -0.24 -0.07 0.55 0.000
H 0.4762 -1.2388 6.4579 -0.13 0.13 -0.12 0.000
H 1.5922 1.1886 5.7828 0.08 -0.18 -0.13 0.000
H -0.7366 -0.0665 2.4960 -0.22 -0.32 0.01 0.000
H 1.0824 2.9629 3.8246 -0.51 -0.29 0.06 0.000
H 0.0952 2.1172 2.4879 0.37 0.99 -0.14 0.000
H 1.8183 1.7707 2.7185 0.10 0.62 -0.32 0.000
Cu 1.5229 0.4338 -0.9283 -1.02 0.67 0.65 0.694
Pd -1.6286 -2.8611 -0.8504 0.24 0.70 -0.65 0.855
C 5.6675 2.0643 -0.8487 -4.36 -2.76 -2.50 0.316
C 6.2251 2.7467 0.1653 3.69 1.77 -0.02 0.001
C 5.3323 3.4764 1.1267 4.08 5.69 4.42 -0.022
O 5.7822 4.4428 1.9370 -0.32 -3.79 -2.91 0.297
C 3.9946 3.4170 1.1331 -4.73 -3.43 -3.20 0.194
C 3.3332 2.4989 0.1717 3.24 1.53 0.89 -0.054
C 4.2029 1.7514 -0.8546 1.32 1.76 2.72 -0.005
O 3.6186 0.8756 -1.4591 -0.89 -1.58 -1.50 -0.003
O 2.1178 2.3020 0.1256 -2.12 -1.37 -0.49 -0.005
O 7.4849 2.8871 0.0038 -1.86 0.39 1.80 0.360
H 6.2840 1.6425 -1.6288 0.08 0.00 0.04 0.011
H 3.2942 3.9745 1.7373 0.59 0.27 0.37 0.008
C -0.9305 -0.4035 -0.1531 3.42 -0.23 -2.32 0.016
O -0.3717 0.6351 0.1877 2.50 4.70 1.74 0.148
O -0.4165 -0.9765 -1.1147 3.49 -1.65 -5.66 0.126
O -1.7300 -1.0678 0.3875 -7.42 -2.82 6.41 0.053
Cl -2.8289 4.6585 0.5475 -1.07 0.28 -0.06 0.000
C -1.2016 4.0149 0.5830 -0.45 -0.84 -1.75 0.000
C -0.3033 4.9258 1.2925 1.24 0.26 -0.60 0.000
Cl -0.7097 4.9958 2.9591 -0.17 0.39 1.76 0.000
H -0.8654 3.9923 -0.4536 -0.01 -0.16 -0.10 0.000
H -1.3023 2.9767 0.8993 0.49 0.20 0.39 0.000
H -0.3489 5.9222 0.8531 -0.15 0.00 0.12 0.000
H 0.7239 4.5844 1.1639 0.07 -0.11 0.17 0.000
Cl -5.5143 -1.5635 3.2820 -0.40 0.36 -0.07 0.000
C -4.2291 -0.9268 2.2339 1.24 -0.14 -0.17 0.000
C -4.1552 0.6004 2.0901 -1.13 -0.47 0.25 0.000
Cl -3.6317 1.3779 3.5873 0.46 0.14 0.64 0.000
H -4.2743 -1.4355 1.2710 -0.30 0.31 -0.04 0.000
H -3.3372 -1.3312 2.7125 0.14 0.41 -0.26 0.000
H -5.1748 0.9657 1.9679 0.11 0.06 -0.40 0.000
H -3.5034 0.9962 1.3113 -0.10 -0.60 -0.11 0.000
C -1.7205 -2.8869 -4.3528 0.01 -0.19 0.91 0.001
O -1.3876 -2.9930 -3.1606 -0.29 -0.35 -1.01 0.007
N -2.5017 -1.9373 -4.8738 0.67 -1.46 1.15 0.001
C -2.6220 -1.8012 -6.3034 -0.28 1.05 -0.16 0.000
C -3.0014 -0.8623 -4.0573 0.01 0.83 1.26 0.000
H -1.3941 -3.6164 -5.1101 0.12 0.03 0.13 0.000
H -2.1711 -2.5467 -6.9584 0.28 -0.31 0.73 0.000
H -2.0986 -0.8543 -6.4361 -0.43 0.20 -1.11 0.000
H -3.6791 -1.7717 -6.5676 0.07 0.42 -0.14 0.000
H -2.6643 -0.8345 -3.0211 0.68 -1.02 -0.05 0.000
H -2.5902 0.0960 -4.3745 -0.62 0.13 -0.68 0.000
H -4.0766 -0.8919 -3.8809 -0.18 0.25 -0.92 0.000
C 1.9232 -2.4348 -2.7430 0.00 0.33 -1.43 -0.001
O 2.0005 -1.2636 -2.3907 0.20 0.54 0.39 0.001
N 2.0014 -2.8141 -4.0488 0.44 -2.18 -0.04 0.001
C 1.9357 -4.2551 -4.4237 -1.16 1.01 0.57 0.000
C 2.3732 -1.9787 -5.1760 -0.44 1.24 0.95 0.000
H 1.7707 -3.2556 -2.0253 -0.02 0.05 -0.26 0.000
H 1.0195 -4.3604 -5.0047 -0.03 -0.22 -0.16 0.000
H 1.7841 -4.8438 -3.5190 0.41 -0.18 -0.16 0.000
H 2.7574 -4.5790 -5.0626 0.24 0.12 0.43 0.000
H 3.3869 -2.1837 -5.5204 0.10 0.17 0.27 0.000
H 1.7247 -2.0513 -6.0490 -0.34 -0.51 0.22 0.000
H 2.2233 -0.9733 -4.7826 0.63 0.28 -0.41 0.000
```
Positions in Å, forces in eV/Å.

Computed properties:
Kohn-Sham gap (spin up / spin down) in Eh: 0.296 / 0.181
E_tot in Ha: -5402.2926
LUMO (spin up / spin down) in eV: -3.27 / -5.39
Expectation value of S²: 3.96
Spin multiplicity: 4
Total charge: +1
E_HOMO (spin up / spin down) in eV: -11.33 / -10.32

A 2-piece molecular cluster, C23H35ClN4O3 overall in a non-equilibrium geometry. Source: the OMol25 dataset; level of theory: wB97M-V/def2-TZVPD.

```
66
Properties=species:S:1:pos:R:3:forces:R:3:lowdin_spin:R:1
C -1.5537 0.8904 5.3252 0.68 -0.47 -0.57 0.000
C -0.9219 0.5282 3.8324 0.51 0.23 0.40 0.000
C -2.0313 -0.0443 2.7655 -2.96 -0.82 -3.53 0.000
N -2.5859 0.7467 1.5617 0.72 -1.13 1.26 0.000
C -2.1076 2.1744 1.3653 0.76 4.58 -0.15 0.001
C -3.1267 3.3590 1.9611 2.82 0.89 -1.31 -0.001
C -2.7684 4.9577 1.8840 2.95 -4.04 -1.75 0.001
C -1.3288 5.3669 1.1818 -1.33 -3.54 0.51 -0.001
C -0.2870 4.2091 0.5722 -3.40 -0.85 1.78 0.001
C -0.6582 2.5816 0.6546 -2.72 2.80 1.69 -0.001
C -3.5943 0.0295 0.6913 1.89 -4.17 5.18 0.001
Cl -4.5481 0.5446 -0.8125 2.18 -0.78 3.18 0.000
C -3.6632 -1.3968 1.4988 -0.07 2.42 -1.07 0.000
C -4.6622 -2.6128 1.0411 0.09 -0.13 -0.51 0.000
C -3.8779 -3.8979 0.3331 -0.12 0.31 -3.75 0.000
N -3.8105 -4.0448 -1.0397 -0.57 1.14 6.01 0.000
N -2.7440 -1.4023 2.6988 0.34 5.03 -3.12 0.000
C -2.4604 -2.4207 3.7777 1.13 0.32 1.13 0.000
O -2.9725 -3.7740 3.5184 3.03 3.45 -1.83 0.000
O -3.8173 -4.0161 4.5156 -1.85 -1.13 4.41 0.000
H -2.1745 -0.0317 5.6943 1.01 2.05 -0.50 0.000
H -2.1692 1.8824 5.2389 1.05 -2.12 0.32 0.000
H -0.6246 1.0428 6.0512 -2.13 -0.28 -1.58 0.000
H -0.3900 1.5338 3.4733 -1.55 -2.38 0.14 0.000
H -0.0278 -0.2497 3.9684 -2.21 1.39 -0.51 0.000
H -4.1479 3.0134 2.4734 2.52 0.78 -1.30 0.000
H -3.5461 5.7096 2.3329 1.88 -1.51 -1.07 0.000
H -1.0780 6.5238 1.1593 -0.35 -2.83 -0.12 0.000
H 0.7373 4.5826 0.0891 -2.58 -1.09 1.19 0.000
H 0.0827 1.7391 0.2595 -1.75 2.05 0.80 0.000
H -5.4170 -2.1486 0.2414 1.88 -0.92 1.72 0.000
H -5.3325 -3.0455 1.8972 1.52 1.08 -1.28 0.000
H -3.4030 -4.7079 1.0577 -1.03 1.83 -1.78 0.000
H -4.2967 -3.2296 -1.4924 0.47 -0.79 0.61 0.000
H -1.2886 -2.4917 3.9232 -2.33 0.20 -0.62 0.000
H -2.9085 -1.9691 4.7875 0.71 -1.30 -2.32 0.000
H -3.2579 -4.0399 5.3709 -1.10 -0.36 -1.77 0.000
C 2.6577 -2.0562 -3.9533 0.30 -0.10 0.04 0.001
C 2.1583 -0.6348 -3.5820 -0.64 -1.46 -1.56 0.023
C 2.7937 0.4284 -4.5169 0.08 0.29 0.25 0.014
C 4.2344 0.7716 -4.1749 0.07 0.01 -0.01 0.001
C 4.3501 1.1754 -2.7103 -0.30 0.03 -0.21 0.013
C 3.7969 0.0962 -1.7460 1.77 -0.25 1.12 0.023
N 2.4179 -0.3773 -2.1237 -2.34 4.70 0.22 0.327
O 1.5064 0.6109 -1.7063 2.12 -2.92 -0.64 0.594
C 4.7891 -1.0924 -1.7023 0.04 -0.46 -0.25 0.001
C 3.8649 0.6663 -0.2891 -0.87 0.12 -0.24 -0.001
C 0.6334 -0.7058 -3.9458 0.12 0.50 0.72 -0.001
H 3.7046 -2.2416 -3.7285 0.00 0.09 0.07 0.000
H 2.0733 -2.8263 -3.4350 0.07 0.23 -0.01 0.001
H 2.5523 -2.2366 -5.0308 -0.14 0.21 0.24 0.000
H 2.2061 1.3559 -4.4727 -0.05 -0.19 0.16 0.002
H 2.7472 0.0937 -5.5608 -0.19 -0.18 0.28 0.001
H 4.8910 -0.0742 -4.4032 -0.02 0.04 0.06 0.000
H 4.5717 1.6015 -4.8069 -0.03 -0.15 0.06 0.001
H 5.4017 1.3880 -2.4800 -0.20 -0.21 0.22 0.001
H 3.8111 2.1217 -2.5638 -0.08 -0.21 0.08 0.002
H 4.3510 -1.9602 -1.1899 0.02 0.22 -0.16 0.001
H 5.7051 -0.8330 -1.1588 -0.32 0.20 -0.02 0.000
H 5.1357 -1.4160 -2.6868 -0.19 0.03 0.10 0.000
H 3.3048 1.6028 -0.1732 -0.04 -0.31 -0.15 -0.001
H 4.8968 0.8957 -0.0008 -0.10 -0.22 -0.36 0.000
H 3.4752 -0.0591 0.4385 0.03 0.11 -0.22 0.000
H 0.0977 -1.4017 -3.2889 0.17 0.14 -0.04 0.000
H 0.4938 -1.0565 -4.9760 0.39 -0.01 0.23 0.000
H 0.1406 0.2715 -3.8843 0.20 -0.18 0.15 0.000
```
Positions in Å, forces in eV/Å.

Computed properties:
Kohn-Sham gap (spin up / spin down) in Eh: 0.274 / 0.294
E_tot in Ha: -1801.3278
LUMO (spin up / spin down) in eV: -3.59 / -3.59
Expectation value of S²: 0.75
Spin multiplicity: 2
Total charge: +1
E_HOMO (spin up / spin down) in eV: -11.06 / -11.59

C23H35F9InN2O2Sb as an isolated structure in a non-equilibrium geometry. Source: the OMol25 dataset; level of theory: wB97M-V/def2-TZVPD.

```
73
Properties=species:S:1:pos:R:3:forces:R:3:mulliken_charge:R:1
In -0.3272 -0.9887 0.0850 0.66 -0.15 -0.67 1.551
F -2.2462 -4.8958 -2.0543 0.82 0.84 0.01 -0.243
C -1.3005 -3.9346 -2.0201 -0.40 -2.27 -0.44 0.374
F -0.3633 -4.2568 -2.9418 -0.67 0.67 0.91 -0.250
F -0.6875 -4.0802 -0.7825 -0.31 0.45 -1.05 -0.295
C -1.8816 -2.5108 -2.2471 1.47 1.30 1.00 1.150
O -0.9046 -1.5983 -1.8338 -0.72 -0.11 0.78 -0.224
C -3.2404 -2.3516 -1.4816 -1.41 -0.78 0.08 -0.024
F -3.1010 -2.7671 -0.1767 0.48 0.69 -0.54 -0.224
F -4.1403 -3.1836 -2.0140 0.20 0.84 0.09 -0.211
F -3.7733 -1.0990 -1.4356 1.15 -1.21 -0.11 -0.214
C -2.0692 -2.2373 -3.7425 -1.26 -0.29 -3.12 0.280
F -2.7964 -1.1312 -3.9789 0.14 -0.03 0.91 -0.225
F -2.7382 -3.2414 -4.3692 0.42 0.20 0.91 -0.239
F -0.9451 -2.0666 -4.4509 0.25 -0.18 1.07 -0.217
O -0.6563 -2.8137 1.5651 0.32 0.10 -1.13 -0.462
H -0.4405 -3.5324 0.9095 -0.39 0.58 1.02 0.408
H -1.5338 -3.0158 1.9262 0.09 -0.05 -0.08 0.282
C 1.2013 3.4247 2.5294 0.10 0.80 0.22 -1.482
C 1.1871 1.9920 2.0924 -1.34 -0.60 -0.71 1.381
C 0.7084 1.0565 3.2038 -0.09 -0.34 -0.26 -1.407
C 2.4480 1.5195 1.4061 -0.10 0.53 -0.31 -1.551
Sb -0.4398 1.9115 0.4275 -0.23 -0.49 0.13 -0.089
C -2.5852 2.2689 1.1631 1.66 -1.05 -0.88 1.361
C -2.5901 3.4991 2.0169 1.01 0.87 0.16 -1.467
C -3.4064 2.4300 -0.1044 -0.31 0.30 0.53 -1.693
C -2.8393 0.9593 1.9123 -0.78 0.46 0.02 -1.251
C 0.0267 2.7854 -1.6875 0.60 -0.87 0.75 1.415
C -1.1037 2.5371 -2.6474 -0.98 0.40 0.52 -1.378
C 1.2533 1.9508 -2.0737 -0.74 0.15 -0.27 -1.444
C 0.3044 4.2372 -1.4470 -0.64 0.60 0.64 -1.592
H 2.0674 3.5808 3.1714 0.19 0.11 0.07 0.475
H 0.3295 3.6963 3.1289 0.02 -0.14 -0.07 0.371
H 1.2587 4.1468 1.7063 0.20 -0.17 0.10 0.314
H 1.5159 0.9032 3.9301 -0.06 0.24 -0.01 0.515
H 0.4821 0.0447 2.8261 0.02 0.23 0.05 0.204
H -0.1805 1.4291 3.7332 0.34 -0.04 -0.16 0.274
H 3.2069 1.3108 2.1337 0.58 0.15 0.64 0.580
H 2.8147 2.2859 0.7213 0.13 -0.06 0.05 0.326
H 2.3605 0.5930 0.8603 -0.34 -0.42 -0.29 0.325
H -2.3818 4.4029 1.4205 -0.08 -0.31 0.11 0.344
H -1.8339 3.4898 2.8224 -0.49 -0.19 -0.20 0.266
H -3.5605 3.6549 2.4559 -0.54 -0.06 0.30 0.495
H -3.2486 3.4194 -0.5594 -0.18 -0.38 0.15 0.316
H -4.4430 2.3252 0.2129 -0.34 0.33 -0.07 0.606
H -3.2788 1.6551 -0.8429 0.32 -0.34 -0.26 0.265
H -2.2188 0.8722 2.8128 -0.25 -0.04 -0.17 0.213
H -2.7122 0.0758 1.2761 -0.04 0.14 0.05 0.065
H -3.9060 0.9772 2.1830 0.22 -0.16 0.29 0.560
H -1.3360 1.4683 -2.6533 -0.30 0.13 -0.24 0.152
H -0.7820 2.8317 -3.6583 -0.01 -0.06 0.25 0.570
H -1.9985 3.1608 -2.3758 0.76 -0.79 -0.44 0.235
H 1.0099 0.8816 -2.0085 0.17 0.11 -0.08 0.266
H 2.0988 2.1806 -1.4318 0.25 -0.02 -0.27 0.285
H 1.4302 2.1585 -3.1405 0.45 0.00 0.34 0.540
H -0.5784 4.7588 -1.0311 0.28 -0.18 -0.31 0.339
H 0.5655 4.7378 -2.3685 0.05 0.10 -0.48 0.459
H 1.1148 4.4125 -0.7577 0.44 -0.04 0.25 0.356
N 3.1165 -3.2213 -1.4795 1.38 -0.13 -1.12 -0.008
C 2.0378 -2.4532 -1.4871 -0.70 0.10 0.35 -1.010
N 1.6634 -2.0510 -0.2789 -0.29 -0.12 0.03 0.150
C 2.6144 -2.6009 0.5939 0.32 0.30 0.11 0.516
C 2.7635 -2.4705 1.9657 0.10 -0.15 0.87 -0.354
C 3.8616 -3.0806 2.5913 -0.97 -0.03 -0.41 -0.824
C 4.7668 -3.8000 1.8085 0.22 0.08 -0.44 -0.528
C 4.6931 -3.8371 0.4124 -0.14 -0.36 0.91 -1.030
C 3.5619 -3.2876 -0.1687 0.36 -0.03 0.44 0.476
H 3.6473 -3.5523 -2.3231 -0.98 0.47 1.26 0.341
H 1.4715 -2.2327 -2.3498 -0.38 0.17 -0.89 0.844
H 1.9892 -1.9731 2.5485 0.24 0.03 -0.03 0.390
H 3.9742 -3.0723 3.6812 -0.11 0.09 -0.53 0.415
H 5.5393 -4.3708 2.3052 0.23 0.23 -0.08 0.425
H 5.4841 -4.3174 -0.1353 -0.04 -0.21 -0.28 0.461
```
Positions in Å, forces in eV/Å.

Computed properties:
Kohn-Sham gap in Eh: 0.270
E_tot in Ha: -2486.0759
LUMO in eV: -7.10
Spin multiplicity: 1
Total charge: +2
E_HOMO in eV: -14.44